Record 1
Density functional theory data (ωB97M-V/def2-TZVPD) for C4H4Br2NO2P in the gas phase at a distorted geometry.

Its spin multiplicity is 3. The calculation puts the HOMO-LUMO gap (spin up / spin down) at 5.319 / 5.003 eV. As for the LUMO energy (spin up / spin down): -0.00309 / -0.12332 Ha. As for the expectation value of S²: 2.013. The total charge is 0.

Cartesian coordinates (Å):
1 C -1.70 -0.40 0.35
2 C -1.49 0.17 -0.95
3 C -0.58 -0.32 1.06
4 C -0.17 0.39 -1.07
5 N 0.47 0.00 0.23
6 O -0.24 -0.69 2.29
7 O 0.57 0.78 -2.11
8 P 2.02 -0.06 0.88
9 Br 2.88 1.83 0.11
10 Br 2.78 -1.75 -0.90
11 H -2.65 -0.63 0.82
12 H -2.27 0.29 -1.69
13 H -0.93 -1.06 2.73
14 H 1.31 1.45 -1.76

Mulliken atomic charge list, values in e, 2 entries:
1. C -0.52
2. C -0.44

Record 2
Density functional theory data (ωB97M-V/def2-TZVPD) for a molecular structure, C4H4Br2O2 at a distorted geometry.

The calculation puts the HOMO-LUMO gap at 9.564 eV. As for the LUMO energy: 0.01868 Ha. Its energy above the lowest of the compared OMol25 structures with the same formula, charge and spin is 1.931 eV. The total charge is 0.

Cartesian coordinates (Å):
1 C 0.96 0.22 1.77
2 C -1.26 0.12 -0.47
3 C -1.57 -1.10 -0.32
4 C 1.52 -0.05 0.59
5 O 0.82 1.50 2.24
6 O -0.99 1.26 -0.42
7 Br 1.93 1.25 -0.70
8 Br 1.83 -1.74 -0.19
9 H 0.40 -0.51 2.40
10 H 1.43 2.04 1.75
11 H -1.92 -1.95 -0.91
12 H -1.11 -1.46 0.61

Mulliken atomic charge list, values in e, 2 entries:
1. C 0.28
2. C 1.02

Record 3
Density functional theory data (ωB97M-V/def2-TZVPD) for 2 unconnected molecules or ions with the total composition C4H4Br2O3 at a distorted geometry.

Its spin multiplicity is 3. The calculation puts the HOMO-LUMO gap (spin up / spin down) at 6.044 / 7.392 eV. As for the LUMO energy (spin up / spin down): 0.01673 / -0.11288 Ha. Its energy above the lowest of the compared OMol25 structures with the same formula, charge and spin is 0.000 eV. As for the expectation value of S²: 2.007. The total charge is 0.

Cartesian coordinates (Å):
1 C -1.43 -0.81 -2.16
2 C 0.63 -0.95 0.42
3 C 0.65 0.61 0.04
4 C 0.00 1.42 1.11
5 O -1.57 -1.44 -3.12
6 O -1.14 -0.16 -1.24
7 O 1.35 1.06 -0.79
8 Br 1.64 -2.00 -0.90
9 Br -0.94 -1.75 1.04
10 H 1.15 -0.84 1.34
11 H 0.75 1.41 1.88
12 H -0.94 0.99 1.62
13 H -0.15 2.46 0.77

Mulliken atomic charge list, values in e, 2 entries:
1. C 0.75
2. C -0.66

Record 4
Density functional theory data (ωB97M-V/def2-TZVPD) for C4H4BrNO in the gas phase at a distorted geometry.

The calculation puts the HOMO-LUMO gap (spin up / spin down) at 7.485 / 7.608 eV. As for the LUMO energy (spin up / spin down): -0.02979 / -0.02297 Ha. Its energy above the lowest of the compared OMol25 structures with the same formula, charge and spin is 6.288 eV. The total charge is 0.

Cartesian coordinates (Å):
1 C 0.73 0.58 -0.04
2 C -0.29 -0.45 0.16
3 C -0.74 2.27 0.28
4 C 0.19 -1.74 -0.33
5 N -1.43 -0.07 0.43
6 O 0.46 1.85 0.10
7 Br -1.20 3.64 1.39
8 H 1.58 0.33 -0.54
9 H -0.60 -2.54 -0.02
10 H 0.15 -1.83 -1.52
11 H 1.15 -2.05 0.09

Mulliken atomic charge list, values in e, 2 entries:
1. C -0.52
2. C 1.14

Record 5
Density functional theory data (ωB97M-V/def2-TZVPD) for a molecular structure, C4H4BrNO4 at a distorted geometry.

The calculation puts the HOMO-LUMO gap at 9.583 eV. As for the LUMO energy: -0.03359 Ha. Its energy above the lowest of the compared OMol25 structures with the same formula, charge and spin is 0.000 eV. The total charge is 0.

Cartesian coordinates (Å):
1 C -1.21 1.22 -0.87
2 C -0.41 -1.95 0.79
3 C 1.61 -0.64 -0.01
4 C 1.04 0.80 0.01
5 N 0.66 -1.53 0.56
6 O -1.95 1.49 -1.76
7 O -1.43 -2.44 1.13
8 O 0.12 1.20 -1.07
9 O -1.55 0.73 0.35
10 Br -3.38 0.63 0.49
11 H 1.72 -1.04 -0.99
12 H 2.55 -1.01 0.54
13 H 0.47 0.99 0.88
14 H 1.74 1.55 -0.05

Mulliken atomic charge list, values in e, 2 entries:
1. C 0.85
2. C 0.59

Record 6
Density functional theory data (ωB97M-V/def2-TZVPD) for a molecular structure, C4H4CaLiO2 at a distorted geometry.

Its spin multiplicity is 2. The calculation puts the HOMO-LUMO gap (spin up / spin down) at 7.817 / 7.821 eV. As for the LUMO energy (spin up / spin down): -0.32092 / -0.32201 Ha. As for the expectation value of S²: 0.756. The total charge is +2.

Cartesian coordinates (Å):
1 O -1.63 0.41 -1.79
2 C -1.41 -0.07 -0.62
3 C -1.91 0.32 0.59
4 H -0.93 0.19 -2.43
5 H -1.87 -0.42 1.40
6 H -2.70 1.08 0.60
7 C 1.70 -1.37 -0.71
8 C 1.90 -0.43 0.05
9 O 1.79 0.45 0.99
10 Ca 0.01 1.48 1.33
11 H 1.75 -2.05 -1.54
12 Li 3.31 0.43 2.13

Mulliken atomic charge list, values in e, 2 entries:
1. O -0.36
2. C 0.53

Record 7
Density functional theory data (ωB97M-V/def2-TZVPD) for a molecular structure, C4H4Cl10 at a distorted geometry.

The calculation puts the HOMO-LUMO gap at 8.940 eV. As for the LUMO energy: -0.01610 Ha. Its energy above the lowest of the compared OMol25 structures with the same formula, charge and spin is 5.045 eV. The total charge is 0.

Cartesian coordinates (Å):
1 C -2.04 -2.13 -1.43
2 Cl -3.12 -2.90 -2.61
3 Cl -2.64 -0.41 -1.16
4 Cl -2.32 -3.07 0.11
5 Cl -0.38 -2.29 -2.09
6 C 2.75 1.63 0.57
7 Cl 3.38 0.17 1.20
8 Cl 4.07 2.74 0.18
9 Cl 1.93 1.28 -0.91
10 Cl 1.60 2.22 1.70
11 Cl -1.64 1.70 1.50
12 C -0.85 0.88 0.23
13 C 0.23 -0.09 0.77
14 Cl -0.69 -1.58 0.91
15 H -0.45 1.58 -0.50
16 H -1.62 0.27 -0.25
17 H 0.73 0.23 1.68
18 H 1.08 -0.23 0.11

Mulliken atomic charge list, values in e, 2 entries:
1. C 0.27
2. Cl -0.09

Record 8
Density functional theory data (ωB97M-V/def2-TZVPD) for C4H4Cl2 in the gas phase at a distorted geometry.

Its SMILES is Cl/C=C/C=C/Cl. The calculation puts the HOMO-LUMO gap at 8.721 eV. As for the LUMO energy: 0.00268 Ha. Its energy above the lowest of the compared OMol25 structures with the same formula, charge and spin is 0.799 eV. The total charge is 0.

Cartesian coordinates (Å):
1 Cl -0.69 -1.13 -2.98
2 C -0.26 -0.88 -1.32
3 C -0.01 0.41 -0.87
4 C 0.12 0.72 0.56
5 C 0.38 -0.13 1.57
6 Cl 0.54 0.47 3.16
7 H -0.23 -1.58 -0.58
8 H 0.05 1.17 -1.52
9 H -0.08 1.80 0.83
10 H 0.30 -1.14 1.55

Mulliken atomic charge list, values in e, 2 entries:
1. Cl -0.17
2. C -0.32